The following is a DFT calculation (wB97M-V/def2-TZVPD) of a molecular structure, C19H37N3O5PPtSi in a non-equilibrium geometry.

Last column: Mulliken charge in e.
CARTESIAN COORDINATES (ANGSTROEM)
Pt 0.60726 0.40033 0.68764  1.90
O -1.14726 1.20167 -0.87677  -0.48
C -1.25343 2.07684 -1.72497  -0.17
C -0.41627 2.12338 -2.97046  -0.45
C -1.40507 1.80068 -4.12163  -0.74
C -2.64053 0.96736 -3.71965  -0.28
C -3.82430 1.77746 -3.16071  -0.73
C -3.60290 2.33190 -1.74498  -0.42
N -2.29495 2.96448 -1.70523  -0.08
H 0.37654 1.37801 -2.89420  0.02
H 0.03356 3.10211 -3.12900  0.43
H -0.85529 1.26042 -4.89177  0.47
H -1.75434 2.72949 -4.57528  0.31
H -2.35131 0.18544 -3.01464  0.00
H -3.00158 0.46722 -4.62003  0.44
H -4.71410 1.14782 -3.15476  0.41
H -4.01827 2.61094 -3.83923  0.31
H -3.60076 1.53404 -1.00190  0.06
H -4.37507 3.05709 -1.48570  0.39
H -2.22369 3.70013 -2.39841  0.36
C 4.11983 -0.48164 -2.24433  -0.83
O 2.95806 -0.00333 -1.55469  -0.30
P 2.19359 -0.89805 -0.45309  0.16
O 1.81713 -2.28923 -1.18274  -0.33
C 0.73330 -2.31975 -2.09897  -0.49
O 3.35991 -1.58233 0.40213  -0.36
C 4.08475 -0.76844 1.31945  -0.32
H 3.92915 -0.41689 -3.31488  0.30
H 4.35306 -1.50898 -1.96055  0.36
H 4.96855 0.15466 -1.99057  0.29
H 1.05283 -1.98698 -3.08979  0.30
H -0.08662 -1.68063 -1.75707  0.06
H 0.40344 -3.35692 -2.15607  0.26
H 4.71795 -1.44118 1.89505  0.28
H 3.39245 -0.24649 1.98223  -0.09
H 4.69945 -0.03130 0.79741  0.28
C 1.96623 0.74267 3.94682  -0.97
Si 0.60459 2.00103 3.47481  0.15
C -1.07161 1.32659 4.08111  -0.99
C 1.04312 3.63407 4.36991  -1.06
C 0.65232 2.28413 1.59730  -1.05
H 1.97972 0.57259 5.01816  0.45
H 2.94681 1.11800 3.67003  0.26
H 1.80789 -0.22386 3.47293  0.21
H -1.03870 1.22256 5.16163  0.37
H -1.29450 0.34947 3.65981  0.28
H -1.89725 1.98811 3.84305  0.35
H 1.18722 3.43747 5.42687  0.32
H 0.26016 4.37703 4.27194  0.32
H 1.96310 4.06431 3.98909  0.32
H -0.14297 2.91458 1.20075  0.44
H 1.62155 2.67489 1.26782  0.57
N 1.01195 -5.06707 0.99526  -0.27
C -0.33828 -5.03709 1.05676  0.02
O -1.01963 -6.01694 1.23873  -0.60
C -0.95244 -3.67502 0.88259  0.47
C -2.20771 -3.57223 0.28584  -0.43
C -2.77400 -2.31806 0.13694  -0.86
C -2.06399 -1.21236 0.58146  -0.51
N -0.86329 -1.30729 1.14982  -0.30
C -0.32436 -2.51328 1.31220  -0.64
H 1.44367 -5.97624 1.04632  0.23
H 1.56441 -4.30240 0.64379  0.18
H -2.70971 -4.46868 -0.04458  0.52
H -3.74608 -2.19772 -0.31664  0.51
H -2.46231 -0.21346 0.48799  0.62
H 0.61904 -2.56511 1.83965  0.82

Output
⟨S²⟩ = 2.005
Calculated total energy = -2036.6523 hartree
Total charge = +1
Kohn-Sham gap (alpha / beta) = 8.6 / 7.1 eV
HOMO level (alpha / beta) = -11.21 / -11.83 eV
2S+1 = 3


The following is a DFT calculation (wB97M-V/def2-TZVPD) of a molecular structure, C19H37O5PPdS2Si2Te.

Last column: Mulliken charge in e.
CARTESIAN COORDINATES (ANGSTROEM)
Pd 1.13568 0.49454 0.48598  -0.28
C 5.37210 5.40966 1.41355  -1.27
C 4.02355 4.85997 1.02837  -0.24
O 4.02845 3.42232 1.28273  -0.25
P 3.23713 2.43410 0.34979  1.22
S 3.33535 0.58064 1.09016  -0.37
S 1.26747 2.79255 0.24388  -0.47
O 3.84564 2.59362 -1.09550  -0.31
C 5.26480 2.34574 -1.33022  -0.26
C 5.79580 3.43026 -2.23107  -1.19
H 5.37684 6.49133 1.27729  0.38
H 6.16111 4.98096 0.79541  0.29
H 5.59028 5.19207 2.45803  0.34
H 3.80143 5.03884 -0.02542  0.37
H 3.22271 5.28164 1.63390  0.37
H 5.33329 1.36148 -1.79004  0.38
H 5.79213 2.32136 -0.37476  0.35
H 5.20571 3.48971 -3.14467  0.32
H 6.82814 3.20709 -2.50118  0.38
H 5.77319 4.40160 -1.73632  0.26
C -1.09499 -3.82824 -1.44455  -0.78
Si -2.64173 -2.82270 -1.17632  0.17
C -3.97703 -3.25211 -2.40566  -1.13
C -3.28914 -2.90975 0.57213  -0.86
C -2.22322 -0.97610 -1.55308  -0.68
Te -1.46152 0.16710 0.03365  0.67
C -3.23211 0.97113 0.81367  -0.71
Si -3.77186 2.62832 0.00736  0.16
C -3.86625 2.39009 -1.84230  -1.02
C -2.48356 3.89565 0.46000  -0.62
C -5.43959 3.00610 0.74324  -1.01
H -1.08966 -4.70510 -0.79195  0.25
H -0.18271 -3.26272 -1.23771  0.12
H -1.04666 -4.17906 -2.47755  0.48
H -4.30860 -4.28381 -2.26725  0.34
H -3.61028 -3.16151 -3.43039  0.34
H -4.85137 -2.60680 -2.29936  0.32
H -3.42719 -3.95475 0.86142  0.36
H -4.25734 -2.41218 0.67418  0.39
H -2.59817 -2.47426 1.29479  0.25
H -3.12504 -0.44188 -1.86150  0.19
H -1.47911 -0.89863 -2.34744  0.58
H -3.04769 1.11881 1.88019  0.52
H -3.97763 0.18193 0.69764  0.35
H -2.90043 2.13322 -2.28581  0.36
H -4.18995 3.32315 -2.30982  0.38
H -4.59092 1.62250 -2.12382  0.34
H -1.48101 3.59717 0.14277  -0.05
H -2.45589 4.07466 1.53681  0.31
H -2.70224 4.84803 -0.02817  0.36
H -6.16096 2.21558 0.52750  0.32
H -5.83609 3.93569 0.32856  0.33
H -5.38197 3.12597 1.82666  0.34
O 2.78630 -3.59662 0.16251  -0.45
C 1.87961 -4.29817 0.87791  1.31
C 2.02015 -5.67332 1.04910  -0.85
C 1.10826 -6.38886 1.79828  -0.47
C 0.03845 -5.74639 2.40375  -0.89
C -0.10793 -4.38683 2.23101  -0.45
C 0.78488 -3.64207 1.45547  0.19
C 0.50457 -2.20413 1.26776  1.12
O -0.38759 -1.67173 1.97237  -0.74
O 1.15898 -1.59826 0.33961  -1.03
H 3.48710 -4.19497 -0.12570  0.30
H 2.86135 -6.17930 0.58777  0.33
H 1.24078 -7.45645 1.91574  0.42
H -0.66350 -6.30057 3.01128  0.43
H -0.92029 -3.85732 2.70537  0.44

Output
⟨S²⟩ = 0.755
Calculated total energy = -3234.9355 hartree
ΔE to the lowest compared entry with this formula, charge and spin = 16.9 kcal per mole
Total charge = +1
Kohn-Sham gap (alpha / beta) = 6.8 / 5.6 eV
HOMO level (alpha / beta) = -10.79 / -10.79 eV
2S+1 = 2


The following is a DFT calculation (wB97M-V/def2-TZVPD) of 13 unconnected molecules or ions with the total composition C19H38BF10NO16S2 in a non-equilibrium geometry.

Last column: Mulliken charge in e.
CARTESIAN COORDINATES (ANGSTROEM)
C 4.38315 -4.45022 0.08915  -0.53
O 3.53363 -4.69133 -1.06991  -0.50
B 3.29768 -3.48242 -1.77119  0.66
O 4.33887 -3.00725 -2.58507  -0.55
C 1.88991 -2.74366 -1.55919  -0.17
C 0.61718 -3.34223 -1.91580  -1.13
C -0.65538 -2.60938 -1.69670  -0.07
S -2.15056 -3.45054 -2.23838  1.60
O -1.73522 -4.38119 -3.32711  -0.82
O -3.13869 -2.55161 -2.85247  -0.72
C -2.93862 -4.53057 -0.93382  0.43
F -4.10539 -4.99642 -1.50278  -0.26
F -2.06713 -5.55729 -0.68824  -0.24
C -3.38570 -3.74095 0.38130  0.61
F -3.22288 -2.39143 0.08510  -0.21
F -4.74271 -3.90471 0.60146  -0.31
C -2.62896 -4.16814 1.68945  0.66
F -1.28475 -3.91832 1.45706  -0.19
F -2.85138 -5.49329 1.98493  -0.28
C -3.02599 -3.34055 2.99701  0.50
F -3.62523 -4.20615 3.89118  -0.26
F -1.88414 -2.91521 3.61192  -0.19
F -3.91849 -2.34470 2.78533  -0.23
C -0.59483 -1.29379 -1.07645  -0.19
C 0.67250 -0.64190 -0.69719  -1.64
C 1.90365 -1.38263 -0.96980  1.44
S 3.50231 -0.57936 -0.55832  -0.37
C 3.00277 0.58823 0.74441  0.89
C 3.99351 1.06272 1.72855  -0.43
C 3.61640 2.00792 2.77064  -0.95
C 2.22255 2.47897 2.84252  -0.27
C 1.26472 1.98707 1.86012  -0.36
C 1.61428 1.03451 0.78444  -0.50
N 0.55068 0.67941 -0.13346  1.14
C 0.28224 1.72568 -1.15253  -0.34
C -1.27888 2.10723 -1.04646  -0.36
F -1.65930 1.79112 0.31931  -0.35
H 5.20139 -5.20929 0.18103  0.28
H 4.86866 -3.44330 -0.01592  0.24
H 3.74706 -4.48086 1.01015  0.19
H 3.94519 -2.75124 -3.44060  0.33
H 0.59739 -4.36188 -2.35928  0.39
H -1.54890 -0.74858 -0.89273  0.44
H 5.04960 0.71386 1.63671  0.39
H 4.32687 2.40954 3.52680  0.35
H 1.87633 3.23538 3.61259  0.23
H 0.21815 2.37281 1.92719  0.29
H 0.47091 1.37581 -2.19739  0.22
H 0.83373 2.68075 -0.95691  0.46
H -1.46056 3.19190 -1.16244  0.51
H -1.91317 1.45117 -1.68962  0.21
O 1.47231 5.55406 2.92837  -0.58
H 2.09930 6.21312 3.24723  0.29
H 0.61478 5.88990 3.21296  0.29
O 0.98969 3.74386 5.64234  -0.63
H 0.05688 3.50412 5.68724  0.31
H 1.39110 3.25486 6.37014  0.30
O -3.92837 3.11409 -0.48940  -0.63
H -4.86644 2.89355 -0.47404  0.32
H -3.55827 2.62584 0.25675  0.26
O 1.69117 0.14449 -3.70427  -0.51
H 2.00858 0.77431 -4.36699  0.24
H 1.22662 -0.52403 -4.22199  0.26
O 4.66792 -1.40292 3.22031  -0.55
H 3.73239 -1.63792 3.25537  0.32
H 5.06582 -1.89576 3.94638  0.26
O 1.55285 -1.96690 3.82186  -0.63
H 1.30757 -1.29534 3.17118  0.33
H 0.71631 -2.38548 4.05364  0.27
O -4.06377 -5.14791 -5.57456  -0.66
H -3.33861 -4.90149 -4.97633  0.35
H -4.61026 -4.35562 -5.61478  0.31
O -6.04947 4.57090 0.18837  -0.62
H -5.60779 5.08936 -0.49520  0.34
H -6.98398 4.62189 -0.04582  0.30
O -1.00820 3.80020 -3.24055  -0.61
H -1.56916 3.29350 -3.83983  0.32
H -1.48991 4.62599 -3.11213  0.29
O -6.12407 7.21244 1.27064  -0.63
H -7.02969 7.21691 1.59906  0.30
H -5.76745 6.37032 1.57893  0.33
O 4.74653 3.04072 -0.16589  -0.60
H 4.17862 2.52856 -0.75394  0.28
H 4.24874 3.85117 -0.00691  0.31
O 2.68957 2.92097 -4.98674  -0.63
H 3.40010 3.16646 -4.38267  0.31
H 2.13415 3.70812 -5.02729  0.32

Output
Calculated total energy = -3825.2019 hartree
Kohn-Sham gap = 7.4 eV
HOMO level = -7.85 eV
2S+1 = 1


> Among the records above, which one has the lowest calculated total energy?

C19H38BF10NO16S2


> calculated total energy of number 3 (C19H38BF10NO16S2)?

-3825.2019 hartree